Record 1
15
Properties=species:S:1:pos:R:3:forces:R:3 method="wB97M-V/def2-TZVPD" total_charge=+1 lumo_energy_ev="-3.79 / -9.03" orbital_gap_ev="8.524 / 3.289" fmax_ha_per_bohr=0.0723 spin_multiplicity=2 energy_ev=-7253.2039
C 3.2268 2.8539 -0.4953 -2.016 2.482 -1.832
O 3.4663 3.9765 -1.4521 2.378 -2.407 -0.671
H 2.5964 3.4363 0.1968 -0.090 -1.207 0.140
H 2.7538 1.9536 -0.9688 0.171 0.949 0.362
H 4.1179 2.5939 -0.0417 1.810 -0.639 1.056
H 4.3449 3.7327 -1.9184 -2.246 0.817 0.947
N -1.1769 -2.5931 0.4691 0.711 0.902 1.272
C -2.2914 -1.7121 0.3347 1.483 -2.730 -2.038
N -3.5725 -2.3394 0.4435 2.582 0.371 -1.369
H -0.9725 -3.0463 1.3988 -0.137 0.366 -1.521
H -0.3706 -2.2884 -0.1140 -0.492 -0.688 0.962
H -2.2781 -1.0027 1.1331 0.398 1.157 1.344
H -2.0671 -1.2149 -0.5884 -0.844 0.649 -0.575
H -4.1955 -1.6191 0.2712 -2.458 1.233 -0.062
H -3.5813 -2.7311 1.3316 -1.250 -1.256 1.985

---

Record 2
16
Properties=species:S:1:pos:R:3:forces:R:3 method="wB97M-V/def2-TZVPD" total_charge=0 smiles="[H]/N=C/NC.O.O" lumo_energy_ev=0.79 orbital_gap_ev=9.456 fmax_ha_per_bohr=0.0340 energy_ev=-9310.5136
H -0.0310 -2.2097 1.6980 0.697 -1.017 -0.826
N 0.3169 -1.4559 1.1208 -0.077 1.475 0.322
C -0.5281 -1.1151 0.2111 -0.750 -0.944 1.269
N -0.9133 0.1476 -0.0280 0.158 0.190 -0.533
C -2.2666 0.4827 -0.4554 0.351 0.336 -0.083
H -1.0613 -1.8863 -0.3604 -0.536 0.260 -0.013
H -0.5160 0.8409 0.5896 0.427 -0.117 0.048
H -2.2422 1.1181 -1.3293 -0.101 0.085 -0.370
H -2.8909 -0.3837 -0.6540 0.181 -0.175 0.022
H -2.7169 1.0650 0.3464 -0.234 -0.081 0.040
O 2.6681 -0.7522 -0.7522 -0.353 0.087 -0.172
H 2.1325 -0.7034 -1.5566 0.256 0.046 0.132
H 2.0603 -1.1662 -0.1180 0.065 -0.002 0.236
O 1.7566 2.0704 0.7456 0.017 -0.034 -0.190
H 2.2182 1.2604 0.4894 -0.049 -0.209 0.053
H 2.0137 2.6874 0.0531 -0.053 0.099 0.065

---

Record 3
16
Properties=species:S:1:pos:R:3:forces:R:3 method="wB97M-V/def2-TZVPD" total_charge=0 smiles="N/C=C/N.O.O" lumo_energy_ev=0.93 orbital_gap_ev=7.586 fmax_ha_per_bohr=0.0230 energy_ev=-9310.1509
N 0.2858 0.2351 -0.8888 1.174 -0.095 -0.121
C -0.6985 1.1783 -0.6649 -0.414 -0.695 0.100
C -1.7414 1.0874 0.1681 -0.063 0.789 0.322
N -2.8893 1.9112 0.0404 -0.266 -0.024 0.010
H 0.5212 -0.5670 -0.3341 -0.510 0.094 0.425
H 0.8151 0.2559 -1.7377 -0.047 0.408 -0.028
H -0.6297 2.0380 -1.3157 -0.255 -0.098 -0.423
H -1.7630 0.5085 1.0865 0.091 -0.611 -0.420
H -3.5805 1.8214 0.7643 0.218 0.169 0.124
H -2.7890 2.8536 -0.2939 0.142 0.061 0.044
O 4.9176 -1.3091 0.2507 0.112 -0.142 0.064
H 4.8307 -2.2177 0.5650 0.018 0.185 -0.051
H 5.8346 -1.0701 0.4300 -0.136 -0.043 -0.019
O -0.6619 -2.2021 0.8042 -0.546 0.019 -0.179
H -1.2880 -1.5213 0.5177 0.206 0.142 0.053
H -1.1638 -3.0020 0.6082 0.276 -0.161 0.099

---

Record 4
17
Properties=species:S:1:pos:R:3:forces:R:3 method="wB97M-V/def2-TZVPD" total_charge=0 smiles="NCC(N)=O.O.O" lumo_energy_ev=0.64 orbital_gap_ev=11.012 fmax_ha_per_bohr=0.0405 energy_ev=-11359.1459
N 0.0725 1.1706 -1.0189 0.017 -1.698 -0.503
C -0.3005 -0.2120 -0.5057 0.033 0.216 -0.236
C 0.5441 -0.5292 0.7276 -0.285 1.950 -0.679
N 0.5035 0.5930 1.5520 1.310 -0.591 0.912
O 1.1830 -1.5200 0.9734 -0.145 -0.516 0.155
H -0.4742 1.2235 -1.8829 0.021 0.475 0.292
H 1.0120 0.9925 -1.3905 -0.072 0.518 0.094
H -0.2248 -0.9586 -1.2963 0.197 -0.183 0.297
H -1.3285 -0.1659 -0.1566 -0.211 -0.041 -0.037
H 0.6223 1.4723 1.0677 -0.479 -0.017 -0.297
H 1.2263 0.5131 2.2660 -0.373 -0.031 0.100
O -2.8020 1.7826 1.2266 1.312 0.168 -0.290
H -2.8762 2.6772 0.8953 -0.782 0.470 -0.095
H -1.8295 1.7240 1.1265 -0.473 -0.667 0.386
O 1.5878 -2.7608 -1.5814 0.146 -0.193 0.329
H 1.8767 -2.4118 -0.7252 -0.056 0.333 -0.077
H 1.2074 -3.5907 -1.2777 -0.158 -0.192 -0.351

---

Record 5
15
Properties=species:S:1:pos:R:3:forces:R:3 method="wB97M-V/def2-TZVPD" total_charge=0 smiles=NCCN.S lumo_energy_ev=0.17 orbital_gap_ev=9.356 fmax_ha_per_bohr=0.0863 energy_ev=-16049.8569
N -1.7736 0.3870 -1.0626 0.627 -0.285 0.027
C -1.5799 -0.7335 -0.1238 -0.234 -0.479 -0.248
C -0.3425 -0.5783 0.7522 -0.292 0.858 1.503
N -0.6747 -0.8446 2.1604 0.074 -0.670 -0.134
H -0.9132 0.5287 -1.5914 -0.201 0.154 0.056
H -2.4598 0.0975 -1.7453 -0.196 0.124 -0.114
H -2.4553 -0.7460 0.5281 0.060 -0.083 0.063
H -1.5598 -1.7094 -0.6323 -0.003 0.087 0.095
H 0.5095 -1.2377 0.5486 -0.368 0.025 -0.348
H -0.0074 0.4648 0.6453 -0.015 -0.211 -0.049
H 0.1352 -0.7468 2.7592 -0.066 0.059 -0.058
H -1.4137 -0.2597 2.5131 -0.091 0.264 -0.056
S 2.0887 0.8727 -0.7414 -2.771 -2.792 -0.918
H 2.6914 0.5634 -1.8939 0.132 0.041 -0.080
H 0.8916 -0.2912 -0.9999 3.344 2.906 0.259

---

Record 6
16
Properties=species:S:1:pos:R:3:forces:R:3 method="wB97M-V/def2-TZVPD" total_charge=0 smiles=CSS.NCN lumo_energy_ev=0.68 orbital_gap_ev=9.578 fmax_ha_per_bohr=0.0243 energy_ev=-26886.4128
C 0.8056 -2.0262 1.2655 0.885 0.835 -0.225
S -0.7660 -2.8216 1.0138 -0.546 -0.301 0.277
S -0.9995 -3.0082 -1.0086 0.245 -0.283 -0.345
H 0.8350 -0.9991 0.9243 -0.360 0.348 -0.066
H 1.6565 -2.4779 0.7623 -0.139 -0.574 0.040
H 1.0105 -1.9905 2.3385 -0.203 -0.276 -0.040
H -1.9878 -2.1446 -1.3094 0.182 0.265 0.372
N 0.1733 2.4436 0.5323 -0.292 0.365 0.424
C -0.5977 1.5002 -0.2633 0.870 -0.777 -0.447
N -0.1218 1.3098 -1.6148 -0.003 -0.206 -0.479
H 0.5758 2.0205 1.3547 0.100 0.055 -0.048
H 0.8853 2.9274 0.0061 -0.033 -0.098 -0.052
H -0.4825 0.5010 0.1777 -0.462 0.221 0.190
H -1.6567 1.7387 -0.3098 -0.076 0.240 0.106
H -0.1385 2.1110 -2.2297 -0.189 0.199 0.236
H 0.8083 0.9159 -1.6396 0.020 -0.013 0.055

---

Record 7
15
Properties=species:S:1:pos:R:3:forces:R:3 method="wB97M-V/def2-TZVPD" total_charge=+1 lumo_energy_ev=-4.15 orbital_gap_ev=10.173 fmax_ha_per_bohr=0.1062 energy_ev=-6698.5636
C 2.1591 0.4419 0.3080 0.797 3.556 0.183
N 1.4270 -0.6730 0.7807 0.632 -2.864 -0.047
H 1.8104 1.3678 0.9256 0.730 -1.353 -1.342
H 1.9102 0.6100 -0.7726 0.460 0.002 0.918
H 3.2718 0.3672 0.4296 -0.997 0.063 -0.159
H 2.0230 -1.4902 0.5487 -1.031 0.192 -0.113
H 1.4270 -0.7251 1.7838 -0.226 0.319 0.562
H 0.0442 -0.2490 0.0831 0.946 0.363 1.083
N -2.9100 -0.2758 -0.2109 1.550 -0.558 -0.913
C -1.7531 -0.0128 -0.7856 -3.544 -1.603 -3.834
N -0.6400 0.4224 -0.3714 1.547 2.524 2.745
H -3.6169 -0.7380 -0.7653 -0.085 0.080 -0.029
H -3.0854 -0.1823 0.7671 0.133 0.149 0.750
H -1.6085 -0.1807 -1.8830 -2.140 0.050 0.245
H -0.4586 1.3176 -0.8377 1.226 -0.919 -0.050

---

Record 8
15
Properties=species:S:1:pos:R:3:forces:R:3 method="wB97M-V/def2-TZVPD" total_charge=+1 lumo_energy_ev=-3.36 orbital_gap_ev=10.881 fmax_ha_per_bohr=0.0805 energy_ev=-6698.6233
C 1.3710 -1.5562 -1.6357 0.478 -1.706 -2.203
N 0.4510 -0.5433 -1.1288 1.038 -1.307 3.785
H 1.4978 -1.4565 -2.7027 -0.480 0.363 -0.558
H 1.2068 -2.6726 -1.5529 -0.651 1.569 0.892
H 2.3310 -1.3186 -1.3244 1.751 0.215 1.234
H 0.8028 0.4182 -1.2315 -0.728 -0.280 -0.605
H -0.4770 -0.7624 -1.4042 -0.950 0.621 -0.774
H 0.4217 -0.6069 -0.0144 0.179 0.386 -1.695
N -1.3238 1.0879 0.1060 1.415 2.092 2.124
C -0.8513 0.8904 1.4561 0.197 0.361 -1.185
N 0.3115 0.3822 1.6906 -2.862 -1.229 2.250
H -1.8975 1.9027 0.1423 -0.525 0.575 -0.325
H -1.7842 0.4506 -0.4687 -0.750 -1.706 -0.325
H -1.5152 1.4090 2.1965 0.693 -0.809 -0.274
H 0.2239 0.1446 2.7633 1.194 0.856 -2.341

---

Record 9
15
Properties=species:S:1:pos:R:3:forces:R:3 method="wB97M-V/def2-TZVPD" total_charge=+1 lumo_energy_ev=-3.13 orbital_gap_ev=10.818 fmax_ha_per_bohr=0.0593 energy_ev=-6700.0437
C 0.2924 1.3665 1.8458 0.106 -0.708 -2.400
N 1.3180 0.4682 1.1241 0.079 -0.179 3.043
H -0.3540 0.7289 2.4328 0.211 0.220 0.553
H 0.8306 2.1803 2.2980 -0.149 0.033 0.612
H -0.3046 1.7319 1.0112 -0.141 0.407 0.293
H 1.5349 -0.2774 1.7899 -0.224 -0.353 -0.158
H 2.2269 0.9224 1.1304 -0.022 0.326 -1.149
H 0.9655 -0.0198 0.2580 0.340 0.130 -0.940
N -1.8114 -0.9357 -1.9700 0.504 -1.018 -0.215
C -0.7075 -1.2418 -1.2282 -0.354 -0.095 0.271
N 0.4540 -0.6967 -1.2241 -0.358 0.422 -0.358
H -1.6962 -0.3498 -2.7871 0.013 0.015 0.047
H -2.3739 -1.7691 -2.1387 -0.217 0.583 0.006
H -0.9099 -2.0410 -0.5089 0.075 0.185 0.004
H 0.5353 -0.0668 -2.0331 0.137 0.033 0.390

---

Record 10
16
Properties=species:S:1:pos:R:3:forces:R:3 method="wB97M-V/def2-TZVPD" total_charge=0 lumo_energy_ev="1.18 / 1.18" orbital_gap_ev="7.418 / 7.420" fmax_ha_per_bohr=0.0251 energy_ev=-8191.8569
C 0.1339 1.3746 -0.4493 0.001 -0.199 -0.665
C -1.0887 1.2675 0.3905 0.118 -0.198 0.016
N 0.7468 -0.7731 -0.9039 0.058 -0.224 0.411
N -0.3596 -1.5816 -0.5424 -0.125 -0.116 -0.035
N -0.0919 -2.4012 0.5976 0.102 0.143 -0.171
N 1.1387 2.1243 0.0344 0.063 -0.369 -0.075
H 1.3877 -0.7990 -0.1102 -0.070 -0.026 -0.066
H -0.5807 -2.1474 -1.3588 0.110 -0.033 0.174
H 0.3258 0.5844 -1.3184 -0.184 1.008 0.788
H 0.4271 -3.2442 0.3503 -0.109 0.107 -0.028
H -0.9734 -2.6610 1.0232 0.063 0.011 -0.065
H 1.2078 2.3405 1.0240 -0.052 -0.077 -0.198
H 1.9816 2.2389 -0.5066 -0.115 0.009 0.067
H -1.9219 1.8001 -0.0762 0.079 -0.006 -0.010
H -1.3812 0.2125 0.4402 0.015 0.010 -0.035
H -0.9520 1.6646 1.4055 0.047 -0.040 -0.106